Record 1
DFT (the ωB97M-V functional and the def2-TZVPD basis) results for C18H30N4O2 as an isolated structure.

Output
- frontier orbital gap (eV) = 8.96
- largest force on an atom (eV Å⁻¹) = 15.92
- energy relative to the best compared isomer or geometry (same formula, charge and spin) (kJ/mol) = 1858.22
- E_LUMO (eV) = 0.5

Geometry as ORCA input:
```
! RIJCOSX wB97M-V def2-TZVPD def2/J DEFGRID3
* xyz 0 1
C 4.30411 4.27907 -1.09890
H 4.93341 4.88577 -1.56849
H 3.52413 4.88786 -0.58379
H 4.72136 3.65242 -0.45321
C 3.32030 3.80845 -2.09632
C 4.39970 2.74172 -2.94131
H 5.27801 3.26735 -3.39167
H 4.74346 2.04955 -2.44752
H 3.71036 2.25295 -3.83650
C 2.19971 2.92732 -1.55719
H 1.66770 2.52631 -2.61645
C 2.59144 1.82037 -0.85987
N 1.36518 1.52792 0.28831
C 1.89896 0.48520 1.22201
C 0.65821 0.48062 2.23696
H 1.19915 -0.24442 3.17008
H 0.42776 1.37572 2.82599
C -0.36681 -0.27341 1.63969
N -1.67237 -0.49529 2.39258
C -2.51380 -1.33740 2.34173
C -3.49009 -0.93762 3.37382
C -2.62359 -0.07943 4.07586
N -1.63942 0.26186 3.48484
H -2.97492 0.37197 5.04227
H -4.54179 -1.44275 3.38336
N -2.77139 -2.18814 1.27641
C -3.70765 -2.96547 1.22585
O -4.69192 -3.28880 1.62693
C -3.32372 -3.83926 -0.17835
H -4.17948 -4.67714 -0.20191
C -2.05728 -4.40887 -0.41337
H -1.66122 -4.52750 0.63918
O -1.26456 -3.38073 -0.87426
C -2.04422 -2.73124 -1.81914
H -1.67781 -1.75097 -2.06675
H -1.87473 -3.56926 -2.97185
C -3.64634 -2.81716 -1.52116
H -3.95387 -3.49889 -2.16580
H -3.87786 -1.94534 -1.23204
H -1.82623 -5.31084 -1.06590
H -1.87130 -2.26046 0.78534
C -0.56169 0.49854 0.35295
C 0.46571 0.81452 -0.52931
H 0.71991 -0.16336 -0.81963
H 0.13139 1.46424 -1.50881
H -1.26238 1.51758 0.82684
H -1.69948 0.12480 -0.04542
H -0.22231 -1.30827 1.40468
H 2.14811 -0.42617 0.82889
H 2.85050 1.07906 1.70458
H 2.84670 0.86293 -1.37234
H 3.36209 2.00847 -0.10973
H 1.46103 3.55148 -1.04506
H 3.06985 4.34413 -2.75712
*
```

=====

Record 2
DFT (the ωB97M-V functional and the def2-TZVPD basis) results for C5H3MgO6 as an isolated structure.

Output
- frontier orbital gap (alpha / beta) (eV) = 6.44 / 6.43
- largest force on an atom (eV Å⁻¹) = 6.71
- energy relative to the best compared isomer or geometry (same formula, charge and spin) (kJ/mol) = 467.54
- E_LUMO (alpha / beta) (eV) = -5.5 / -5.5

Geometry as ORCA input:
```
! RIJCOSX wB97M-V def2-TZVPD def2/J DEFGRID3
* xyz 1 1
O 1.06690 0.09527 -1.74385
C 0.91649 0.33537 -0.43555
Mg -0.57842 -0.96095 -1.29490
O 0.35122 -3.18770 -3.57947
C -0.13681 -2.51126 -2.85435
C 1.14716 1.92247 -0.04085
O 0.94474 2.72363 0.97403
C -0.40836 2.00330 -0.69148
O -1.35375 2.65479 -0.82628
C 1.84130 -0.37452 0.38168
O 1.85269 -1.52629 0.64591
H 2.02204 2.54406 -0.34338
O -1.18942 -1.22275 0.65408
H -0.54549 -1.65534 1.24493
H -1.85293 -0.78993 1.21657
*
```

=====

Record 3
DFT (the ωB97M-V functional and the def2-TZVPD basis) results for C35H33N10O3Pd as an isolated structure.

Output
- frontier orbital gap (alpha / beta) (eV) = 7.28 / 6.78
- largest force on an atom (eV Å⁻¹) = 1.68
- energy relative to the best compared isomer or geometry (same formula, charge and spin) (kJ/mol) = 602.19
- E_LUMO (alpha / beta) (eV) = -2.3 / -3.6

Geometry as ORCA input:
```
! RIJCOSX wB97M-V def2-TZVPD def2/J DEFGRID3
* xyz 1 3
Pd -0.04970 -0.23230 1.14650
C 1.99510 5.11360 -3.96080
O 1.00620 4.55750 -3.12590
C 0.31150 5.37160 -2.27690
C 0.48660 6.74350 -2.14490
C -0.28610 7.46760 -1.25250
C -1.25230 6.84110 -0.48910
C -1.43700 5.47610 -0.61590
C -0.65710 4.73190 -1.48780
N -0.90920 3.34190 -1.60800
C -0.11010 2.31320 -1.19760
N 1.23950 2.55970 -1.11070
C 1.98640 2.11440 -0.00120
C 1.61470 0.78650 1.62490
C 2.57230 0.71260 2.77490
C 3.78630 1.04920 2.34450
C 5.11130 1.01710 0.17540
C 3.31850 2.64870 0.36090
O 3.29250 5.04570 0.09480
C 4.41930 5.21790 -0.72880
N -0.58690 1.13600 -0.95540
C -1.98040 0.97520 -0.87290
C -2.76350 0.50630 -1.92290
C -4.13900 0.37710 -1.77090
C -4.74540 0.73500 -0.58230
C -3.98110 1.17970 0.48850
C -2.60680 1.27960 0.36280
O -1.74790 1.63500 1.38280
C -2.31340 2.22620 2.53720
H 2.39450 4.27630 -4.53140
H 2.79280 5.56840 -3.36870
H 1.58220 5.85350 -4.65130
H 1.22060 7.26100 -2.74020
H -0.13840 8.53270 -1.16750
H -1.85740 7.40920 0.19880
H -2.20710 4.97460 -0.04790
H -1.89310 3.10400 -1.63960
H 1.52970 3.45720 -1.47580
H 2.27990 0.50460 3.78990
H 4.67220 1.15870 2.94560
H 5.94010 1.54570 0.62970
H 4.23490 6.10600 -1.32890
H 4.56680 4.34590 -1.37780
H 5.32490 5.37270 -0.13170
H -2.29280 0.26540 -2.86530
H -4.74050 0.03030 -2.59670
H -5.81490 0.66560 -0.46820
H -4.47120 1.44690 1.41000
H -1.47290 2.56340 3.14030
H -2.90680 1.51760 3.12470
H -2.93340 3.08710 2.26890
C 2.32990 4.13060 2.04600
C 1.35430 3.23480 2.13740
N 1.23490 2.13730 1.28370
C 2.48120 0.67150 0.35370
C 3.82150 1.28170 0.84680
C 3.43830 3.97680 1.02330
C 5.33380 0.35340 -0.99170
C 4.50150 -0.51640 -1.70390
C 3.23880 -1.06280 -1.38120
C 2.83380 -2.23280 -2.06780
C 1.69480 -2.90920 -1.70340
C 0.93740 -2.41770 -0.64480
N 1.26060 -1.28170 -0.03360
C 2.34540 -0.58680 -0.38740
H 2.37050 5.01200 2.66520
H 0.60070 3.29470 2.91160
H 4.41410 4.06340 1.53020
H 6.33380 0.45130 -1.40000
H 4.94430 -0.95530 -2.58630
H 3.46030 -2.61550 -2.85830
H 1.41090 -3.82420 -2.19740
H 0.07250 -2.95030 -0.26880
N -3.16860 -2.51810 -0.75480
N -3.02710 -2.00220 0.48180
N -3.95390 -2.02940 1.39590
C -3.33520 -1.51570 2.45340
N -2.08040 -1.19200 2.16780
N -1.89740 -1.50630 0.91140
H -4.13470 -2.55880 -1.05350
H -2.53960 -2.08150 -1.42140
H -3.79680 -1.39160 3.41120
*
```

=====

Record 4
DFT (the ωB97M-V functional and the def2-TZVPD basis) results for an isolated molecule of C3H5N3.

Output
- frontier orbital gap (eV) = 10.32
- largest force on an atom (eV Å⁻¹) = 1.38
- energy relative to the best compared isomer or geometry (same formula, charge and spin) (kJ/mol) = 132.92
- E_LUMO (eV) = 0.9

Geometry as ORCA input:
```
! RIJCOSX wB97M-V def2-TZVPD def2/J DEFGRID3
* xyz 0 1
C 0.43538 0.02370 -1.61671
C 0.38031 -0.01967 -0.13789
C -0.66948 -0.55449 0.55471
N -0.54728 0.01048 1.77391
N 0.51501 0.81077 1.85426
N 1.08315 0.79253 0.69049
H -0.47770 0.63088 -1.82049
H 0.48174 -0.89051 -2.21646
H 1.25048 0.63493 -1.98652
H -1.31586 -1.38429 0.32124
H -1.13576 -0.05433 2.58345
*
```

=====

Record 5
DFT (the ωB97M-V functional and the def2-TZVPD basis) results for C23H30As2ClMoN2O2 as an isolated structure.

Output
- frontier orbital gap (eV) = 4.84
- largest force on an atom (eV Å⁻¹) = 2.96
- E_LUMO (eV) = -11.9

Geometry as ORCA input:
```
! RIJCOSX wB97M-V def2-TZVPD def2/J DEFGRID3
* xyz 3 1
Mo 0.02374 -0.05217 0.17168
C -0.24201 -4.21878 0.49622
C 0.49033 -2.94908 0.75189
O -0.05164 -1.80276 0.32942
C 1.67168 -2.84235 1.42240
C 2.22613 -1.60854 1.84648
C 3.33496 -1.60270 2.83423
N 1.71416 -0.43431 1.44784
N 2.19492 0.66368 2.05342
C 1.35320 1.64879 1.99968
O 0.20964 1.35376 1.32748
C 1.58663 2.95786 2.53880
C 2.80790 3.25262 3.16620
C 3.01206 4.50608 3.69974
C 2.01497 5.47506 3.61567
C 0.80488 5.19122 2.98710
C 0.58788 3.94138 2.44885
H -0.52640 -4.67887 1.44503
H 0.40017 -4.93495 -0.01884
H -1.14059 -4.04688 -0.09347
H 2.14971 -3.74985 1.76367
H 3.67941 -2.60835 3.05459
H 3.00986 -1.12237 3.75986
H 4.16302 -0.99566 2.46000
H 3.57161 2.48883 3.22495
H 3.94683 4.73702 4.19183
H 2.17889 6.45654 4.03974
H 0.03844 5.95107 2.92144
H -0.34492 3.71306 1.94828
C -3.29113 1.82943 1.24696
As -2.49254 0.19302 0.58109
C -3.01751 -1.12318 1.91454
C -3.44656 -0.36869 -1.00917
C -4.83835 -0.38069 -0.97068
C -5.55763 -0.82546 -2.06763
C -4.89017 -1.25725 -3.20691
C -3.50449 -1.24411 -3.24842
C -2.77133 -0.80245 -2.15090
As -0.82390 -0.74037 -2.30122
C -0.57417 0.34739 -3.89567
C -0.32517 -2.49412 -2.99719
H -4.28969 1.59424 1.61124
H -3.35008 2.58327 0.46525
H -2.69365 2.20362 2.07752
H -4.09420 -1.05450 2.06445
H -2.52140 -0.93268 2.86592
H -2.77607 -2.12501 1.56406
H -5.35656 -0.04153 -0.08139
H -6.63880 -0.83222 -2.03472
H -5.45082 -1.60074 -4.06570
H -2.99745 -1.56960 -4.14866
H -0.89036 -0.25609 -4.74566
H 0.47306 0.61138 -4.04139
H -1.17450 1.25156 -3.85013
H -1.11580 -2.84894 -3.65527
H -0.16883 -3.22410 -2.20661
H 0.59226 -2.38887 -3.57485
Cl -0.05635 2.16899 -1.27715
C 1.36489 1.16640 -1.02409
H 2.12701 1.73411 -0.49177
H 1.75758 0.82391 -1.97774
*
```

=====

Record 6
DFT (the ωB97M-V functional and the def2-TZVPD basis) results for an isolated molecule of C2H4N2O3.

Output
- frontier orbital gap (eV) = 10.43
- largest force on an atom (eV Å⁻¹) = 0.66
- energy relative to the best compared isomer or geometry (same formula, charge and spin) (kJ/mol) = 200.44
- E_LUMO (eV) = 0.7

Geometry as ORCA input:
```
! RIJCOSX wB97M-V def2-TZVPD def2/J DEFGRID3
* xyz 0 1
N 2.12625 -1.07703 -0.00763
C 1.38951 0.05112 0.00298
O 1.80438 1.18469 -0.00438
O 0.05518 -0.29176 0.00525
C -0.83849 0.74054 0.00282
N -2.09236 0.55898 0.00249
O -2.42651 -0.78481 -0.00595
H 3.12907 -1.00110 0.02765
H 1.68698 -1.98105 0.01180
H -0.43430 1.74336 -0.00460
H -3.38945 -0.74983 0.00698
*
```

=====

Record 7
DFT (the ωB97M-V functional and the def2-TZVPD basis) results for an isolated molecule of C11H8N2.

Output
- frontier orbital gap (eV) = 7.61
- largest force on an atom (eV Å⁻¹) = 4.65
- energy relative to the best compared isomer or geometry (same formula, charge and spin) (kJ/mol) = 153.32
- E_LUMO (eV) = -0.2

Geometry as ORCA input:
```
! RIJCOSX wB97M-V def2-TZVPD def2/J DEFGRID3
* xyz 0 1
C -2.77661 1.36379 -0.90156
C -1.71027 1.42192 -1.88364
C -0.53643 0.76467 -1.54835
C -0.32579 0.16179 -0.26962
C -1.26592 0.30548 0.82761
C -2.49248 0.93914 0.44190
N -0.96901 0.00538 2.10499
C 0.30543 -0.47518 2.32512
C 1.17372 -0.89455 1.23435
C 2.35204 -1.63433 1.10554
C 2.81272 -1.59181 -0.26038
C 1.87346 -0.89525 -1.00359
N 0.88686 -0.50426 -0.05472
H -3.56879 2.09297 -0.85334
H -1.88533 2.15356 -2.75010
H 0.36480 0.94869 -2.26992
H -3.23457 0.92689 1.23231
H 0.69921 -0.36410 3.34195
H 2.83611 -2.15899 1.89127
H 3.76573 -1.90586 -0.61643
H 1.69514 -0.65997 -2.09340
*
```

=====

Record 8
DFT (the ωB97M-V functional and the def2-TZVPD basis) results for an isolated molecule of C5H11NO.

Output
- frontier orbital gap (eV) = 10.27
- largest force on an atom (eV Å⁻¹) = 0.57
- energy relative to the best compared isomer or geometry (same formula, charge and spin) (kJ/mol) = 154.14
- E_LUMO (eV) = 1.0

Geometry as ORCA input:
```
! RIJCOSX wB97M-V def2-TZVPD def2/J DEFGRID3
* xyz 0 1
C 0.70164 1.46190 0.92016
C 0.45767 0.17144 0.76539
C 0.00950 -0.70550 1.89042
C 0.62184 -0.50895 -0.58186
O 1.88891 -0.29047 -1.16157
C -0.49814 -0.04101 -1.53337
N -1.77872 -0.04070 -0.84306
H 0.58704 1.94826 1.87319
H 1.01922 2.09746 0.10914
H 0.74291 -1.49529 2.06344
H -0.11773 -0.13372 2.79917
H -0.94278 -1.17456 1.63949
H 0.55596 -1.59455 -0.45315
H 2.05651 0.65979 -1.17368
H -0.47611 -0.66531 -2.44003
H -0.28865 0.99309 -1.82986
H -2.50431 0.30675 -1.46005
H -2.03474 -0.98863 -0.58376
*
```

=====

Which of these has the highest largest force on an atom?
C18H30N4O2